No. 1
This record from OMol25 describes a 10-piece molecular cluster, C5H31NO10 overall at a distorted geometry. The level of theory is ωB97M-V/def2-TZVPD.

Element x y z (Å)
C  3.1181  -1.5073  -0.2105
N  1.8046  -0.8327  0.0466
C  0.6566  -1.4384  -0.6840
C  -0.6892  -1.0685  -0.0163
C  -1.2562  0.2473  -0.4324
O  -0.6860  -1.3097  1.3923
C  0.7743  -2.9426  -0.8999
H  3.3453  -2.3306  0.4930
H  3.8192  -0.6690  -0.0063
H  3.3189  -1.6981  -1.2962
H  1.5537  -0.8169  1.0417
H  0.6538  -0.9335  -1.7533
H  -1.3396  -1.7986  -0.3705
H  -1.5915  0.3250  -1.4426
H  -0.6860  1.1962  -0.0229
H  -2.1460  0.3330  0.2270
H  -0.4122  -0.5654  1.8443
H  -0.2370  -3.3293  -0.8084
H  0.9843  -3.0108  -2.0845
H  1.3626  -3.5547  -0.1590
H  -4.1052  0.8710  2.5688
H  -2.7931  0.9584  1.6169
O  -3.4924  1.5027  2.0204
H  -0.3076  0.7946  -3.8828
H  -0.0587  -0.7716  -4.2873
O  0.2768  -0.0619  -3.7960
H  0.9029  -2.8367  3.9246
H  0.5657  -1.4668  3.6303
O  1.1228  -2.0109  4.1788
H  -3.2658  -1.8321  2.8816
H  -2.1008  -1.1744  2.0547
O  -2.9861  -1.0193  2.5205
H  -0.2203  1.7850  2.3909
H  1.1648  1.3415  2.1020
O  0.3047  0.9501  2.2616
H  -1.8940  2.8383  3.6101
H  -2.0812  2.6206  2.1537
O  -1.3747  2.9228  2.8191
H  2.6800  1.5987  -0.9375
H  1.2143  1.3482  -0.1861
O  1.7717  1.9462  -0.8063
H  -1.6225  2.7555  -3.6041
H  -0.2502  2.6222  -4.2841
O  -1.1444  2.2614  -4.3060
H  1.6405  2.5294  -2.3903
H  2.1162  2.3039  -3.8255
O  1.5888  2.9280  -3.2859

The value obtained for the relative energy (zero: lowest compared OMol25 entry of this formula, charge and spin) is 64.1 kcal/mol. Its SMILES is CN[C@@H](C)[C@H](C)O.O.O.O.O.O.O.O.O.O. As for the frontier orbital gap: 9.3 eV.

No. 2
This record from OMol25 describes one molecule with the formula C4H7NO at a distorted geometry. The level of theory is ωB97M-V/def2-TZVPD.

Element x y z (Å)
C  2.1729  0.4460  -0.3066
O  1.1218  -0.2668  0.1984
C  -0.1240  0.2164  0.0609
C  -1.3923  -0.9539  0.2846
C  -2.5342  -0.1763  0.1684
N  -3.4220  0.5426  0.0741
H  2.0650  0.9332  -1.2755
H  2.4758  1.2186  0.3969
H  2.9456  -0.3121  -0.3237
H  -0.2675  0.9408  0.8599
H  -0.2834  0.5216  -0.9699
H  -1.3705  -1.3629  1.2911
H  -1.3872  -1.7471  -0.4589

The value obtained for the relative energy (zero: lowest compared OMol25 entry of this formula, charge and spin) is 55.6 kcal/mol. Its SMILES is COCCC#N. As for the frontier orbital gap: 11.1 eV.

No. 3
This record from OMol25 describes a 13-piece molecular cluster, C58H125N3O10 overall at a distorted geometry. The level of theory is ωB97M-V/def2-TZVPD.

Element x y z (Å)
C  3.7005  -2.0894  -4.8315
C  2.8702  -1.1269  -5.6677
C  1.5155  -1.7203  -5.6959
O  1.4425  -2.5786  -4.5824
C  2.6848  -2.7914  -3.9210
H  4.4174  -1.5576  -4.2059
H  4.0844  -2.7915  -5.5715
H  3.1481  -0.9111  -6.6994
H  2.7738  -0.1473  -5.1996
H  1.3552  -2.3355  -6.5813
H  0.6578  -1.0483  -5.7244
H  2.9176  -3.8560  -3.9467
H  2.5852  -2.3932  -2.9113
C  0.7061  1.3486  5.6275
C  -0.6264  0.7397  5.8309
C  -0.7576  0.4630  7.3310
O  0.6656  0.2922  7.7217
C  1.5961  1.0118  6.8838
H  0.5707  2.4298  5.6554
H  1.0216  1.1316  4.6070
H  -0.7416  -0.2601  5.4124
H  -1.3468  1.4320  5.3952
H  -1.3665  -0.3982  7.6061
H  -1.0577  1.3107  7.9469
H  2.5582  0.5339  6.6993
H  1.6103  1.9497  7.4391
C  -5.4763  -2.9739  4.9887
C  -5.5891  -1.4275  4.9125
C  -4.5563  -1.0635  3.8826
O  -3.8456  -2.2508  3.4808
C  -4.7464  -3.3136  3.7434
H  -6.4526  -3.4586  4.9818
H  -4.8878  -3.3934  5.8046
H  -5.5520  -0.9462  5.8898
H  -6.5458  -1.2391  4.4253
H  -3.8486  -0.3680  4.3336
H  -5.0246  -0.5165  3.0642
H  -4.1946  -4.2331  3.9389
H  -5.4223  -3.6530  2.9585
C  -2.5632  -0.7110  -5.4724
C  -2.0794  -1.7704  -4.4547
C  -2.5603  -1.2716  -3.1113
O  -3.6749  -0.4578  -3.4838
C  -3.3603  0.3270  -4.5855
H  -3.2557  -1.0149  -6.2573
H  -1.7053  -0.1264  -5.8047
H  -0.9911  -1.8135  -4.4117
H  -2.5288  -2.7541  -4.5904
H  -1.8492  -0.7068  -2.5084
H  -2.8655  -2.1706  -2.5758
H  -2.6987  1.1318  -4.2649
H  -4.1482  0.7761  -5.1900
C  -3.1426  -4.9073  -0.9988
C  -3.6946  -5.4943  -2.3436
C  -3.5483  -6.9767  -2.0707
O  -3.3145  -7.1165  -0.6637
C  -3.5791  -5.9018  0.0471
H  -3.5904  -3.9146  -0.9527
H  -2.0548  -4.8685  -1.0563
H  -3.0391  -5.0532  -3.0945
H  -4.7385  -5.2334  -2.5179
H  -2.5781  -7.2292  -2.4986
H  -4.3212  -7.5888  -2.5357
H  -3.0168  -5.9908  0.9766
H  -4.5449  -5.6978  0.5093
C  1.4890  -2.2989  5.8144
C  0.4371  -3.3863  5.7547
C  1.1350  -4.4217  4.7697
O  2.4828  -4.3087  5.1414
C  2.8329  -2.9161  5.2938
H  1.6568  -1.9065  6.8173
H  1.1763  -1.4556  5.1987
H  -0.5148  -3.0845  5.3176
H  0.3902  -3.9522  6.6850
H  0.9963  -4.1433  3.7250
H  0.7373  -5.4365  4.7726
H  3.1823  -2.4536  4.3708
H  3.5921  -2.5779  5.9991
C  5.7639  0.5431  3.2460
C  4.8500  1.5652  2.7720
C  3.7548  0.6445  2.0815
O  4.0152  -0.7102  2.4061
C  4.8858  -0.6293  3.5544
H  6.4016  0.8040  4.0906
H  6.5171  0.3372  2.4856
H  5.3465  2.3638  2.2207
H  4.4524  1.9950  3.6914
H  3.4907  0.7050  1.0257
H  2.8243  0.8710  2.6021
H  5.4422  -1.5633  3.6327
H  4.2676  -0.4789  4.4396
C  5.6081  -4.7511  -2.3345
C  6.3051  -3.9317  -1.2561
C  5.1521  -3.4901  -0.3441
O  4.0204  -4.1725  -0.9207
C  4.3947  -5.3375  -1.6201
H  6.2784  -5.5267  -2.7050
H  5.2307  -4.1470  -3.1596
H  6.9230  -3.1346  -1.6694
H  6.9610  -4.6738  -0.8009
H  4.8666  -2.4421  -0.4353
H  5.3579  -3.7061  0.7042
H  3.6672  -5.4663  -2.4216
H  4.5903  -6.2993  -1.1460
C  -5.5723  0.0484  -1.0389
C  -6.8533  0.8864  -0.6550
C  -6.4347  2.3326  -0.8106
O  -5.0206  2.2788  -0.6605
C  -4.4829  0.9714  -0.3806
H  -5.5609  -0.0005  -2.1277
H  -5.4914  -0.9682  -0.6538
H  -7.1957  0.7315  0.3682
H  -7.5874  0.7520  -1.4494
H  -6.6797  2.9055  0.0838
H  -6.7649  2.7767  -1.7497
H  -4.4753  0.9154  0.7080
H  -3.4745  0.9170  -0.7908
C  6.9624  0.1050  -1.1319
C  5.6198  0.1202  -1.8589
C  5.1796  1.5024  -1.4763
O  6.3427  2.2043  -1.6543
C  7.5503  1.4766  -1.4292
H  7.6258  -0.6772  -1.5010
H  6.9286  -0.1026  -0.0624
H  4.8729  -0.5952  -1.5146
H  5.4882  -0.0470  -2.9279
H  4.8772  1.6280  -0.4367
H  4.4171  1.9534  -2.1114
H  8.1363  1.6538  -0.5274
H  8.2023  1.5039  -2.3023
C  -1.7741  -1.7290  0.4418
C  -0.5673  -0.7948  0.1896
N  0.2983  -0.6492  1.3085
C  -0.1539  0.1600  2.4254
C  -0.3516  1.6346  2.0445
C  0.9918  -1.8571  1.6959
C  1.9280  -2.3222  0.4879
H  -2.3127  -1.2570  1.2635
H  -1.5251  -2.7739  0.6275
H  -2.4124  -1.7349  -0.4417
H  0.0046  -1.3396  -0.5615
H  -0.8074  0.1431  -0.3112
H  0.6857  0.1173  3.1192
H  -0.9942  -0.3999  2.8359
H  0.4930  2.0064  1.4643
H  -0.3201  2.2245  2.9605
H  -1.3081  1.8741  1.5798
H  1.6254  -1.6727  2.5634
H  0.2943  -2.6378  1.9994
H  2.5962  -3.1150  0.8241
H  1.4568  -2.6489  -0.4391
H  2.6938  -1.5935  0.2222
C  -2.2436  4.6223  0.3091
C  -3.1894  5.3653  -0.4819
N  -2.6886  6.7283  -0.4890
C  -1.7364  6.9631  -1.6014
C  -0.7267  8.1201  -1.3386
C  -3.7978  7.7026  -0.5014
C  -4.2327  7.8473  1.0111
H  -1.1988  4.7095  0.0110
H  -2.4284  3.5496  0.2522
H  -2.2695  4.9438  1.3502
H  -3.1926  5.0780  -1.5334
H  -4.2009  5.1736  -0.1239
H  -1.1587  6.0568  -1.7832
H  -2.3003  7.3557  -2.4475
H  0.1078  8.0695  -2.0380
H  -1.1598  9.1143  -1.4480
H  -0.2407  8.1074  -0.3630
H  -4.6169  7.2514  -1.0615
H  -3.5998  8.6591  -0.9851
H  -3.4021  8.1857  1.6306
H  -4.6424  6.9265  1.4263
H  -5.0177  8.5908  1.1490
C  -2.0165  4.0394  -3.8665
C  -0.9988  3.4370  -2.9637
N  0.3985  3.4216  -3.4297
C  0.6525  3.1658  -4.8383
C  2.0689  3.4975  -5.2545
C  1.3065  2.7626  -2.4584
C  1.2386  1.1940  -2.4887
H  -1.7638  5.0997  -3.8639
H  -3.0178  4.1169  -3.4427
H  -2.2071  3.6594  -4.8702
H  -0.9770  4.0108  -2.0372
H  -1.2442  2.4187  -2.6620
H  0.4846  2.0901  -4.8906
H  0.0751  3.8270  -5.4845
H  2.3788  4.3170  -4.6061
H  2.8358  2.7658  -5.0003
H  2.1438  3.6101  -6.3361
H  1.0964  3.1945  -1.4800
H  2.3628  2.8906  -2.6952
H  0.2424  0.7521  -2.4670
H  1.6091  0.6823  -1.6004
H  1.7568  0.7277  -3.3266

The value obtained for the relative energy (zero: lowest compared OMol25 entry of this formula, charge and spin) is 112.7 kcal/mol. The expectation value of S² is 0.750. Its total charge is -1. The spin multiplicity is 2. As for the frontier orbital gap (spin up / spin down): 1.3 / 7.9 eV.

No. 4
This record from OMol25 describes C48H46BrMnN4O2S2 as an isolated structure at a distorted geometry. The level of theory is ωB97M-V/def2-TZVPD.

Element x y z (Å)
Mn  0.5034  -1.1162  -0.0312
N  -1.1133  -2.6435  -2.3842
C  -2.4453  -2.5897  -2.0169
C  -3.2562  -3.5310  -2.6732
C  -4.5929  -3.6725  -2.3892
C  -5.1824  -2.8527  -1.4316
C  -4.4180  -1.9133  -0.7887
C  -3.0439  -1.7675  -1.0357
S  -2.2241  -0.6530  -0.0127
N  0.1054  -0.5793  -1.8666
C  0.0631  -1.9460  -2.1103
C  1.2861  -2.5450  -2.5978
C  1.3640  -3.6430  -3.4859
C  2.5909  -4.1048  -3.8906
C  3.7512  -3.5022  -3.4057
C  3.5977  -2.4254  -2.5536
N  2.4295  -1.9541  -2.1744
H  -0.9171  -3.5140  -2.8585
H  -2.8022  -4.1778  -3.4164
H  -5.1794  -4.4200  -2.9028
H  -6.2282  -2.9618  -1.1853
H  -4.8451  -1.2796  -0.0256
H  0.4763  -4.1048  -3.8922
H  2.6588  -4.9346  -4.5812
H  4.7281  -3.8545  -3.6875
H  4.4595  -1.9186  -2.1352
C  -0.4165  4.2715  6.3898
C  0.1688  4.6100  5.0157
C  1.6346  5.0345  5.2028
C  -0.6336  5.7868  4.4402
C  0.1278  3.4268  4.0571
C  0.6543  3.5622  2.7775
C  0.6783  2.4753  1.9429
Br  1.4659  2.6686  0.2140
C  0.2003  1.1781  2.2603
O  0.3479  0.2405  1.3983
C  -0.3814  1.0655  3.5590
C  -0.3771  2.1763  4.3932
C  -0.9866  -0.2156  4.1343
C  -0.9938  -1.4009  3.1736
C  -2.4471  0.0451  4.5412
C  -0.1658  -0.6491  5.3602
H  -0.3724  5.1474  7.0355
H  0.1463  3.4730  6.8674
H  -1.4587  3.9716  6.3049
H  1.7057  5.8603  5.9101
H  2.0699  5.3527  4.2591
H  2.2221  4.1996  5.5807
H  -0.5699  6.6495  5.1041
H  -1.6809  5.5109  4.3317
H  -0.2544  6.0791  3.4651
H  1.0570  4.4996  2.4249
H  -0.7943  2.0541  5.3794
H  -1.5879  -1.1786  2.2913
H  -1.4339  -2.2646  3.6702
H  0.0166  -1.6590  2.8577
H  -3.0286  0.3202  3.6643
H  -2.5366  0.8450  5.2720
H  -2.8777  -0.8583  4.9718
H  0.8663  -0.8199  5.0608
H  -0.5689  -1.5795  5.7579
H  -0.1724  0.0955  6.1530
N  2.8792  -0.5068  0.1498
C  3.6705  -1.2148  1.0515
C  4.6832  -0.5572  1.7486
C  5.5332  -1.2390  2.5982
C  5.3760  -2.6031  2.7718
C  4.3403  -3.2564  2.1281
C  3.4766  -2.5919  1.2604
C  2.3616  -3.3684  0.6809
C  2.6464  -4.6602  0.2312
C  1.6407  -5.5378  -0.1267
C  0.3199  -5.1459  0.0250
C  0.0288  -3.8538  0.4326
C  1.0268  -2.8971  0.6965
H  3.1523  0.4706  0.0877
H  2.8232  -0.9387  -0.7855
H  4.7957  0.5093  1.6065
H  6.3262  -0.7075  3.1074
H  6.0410  -3.1497  3.4263
H  4.1796  -4.3082  2.3223
H  3.6820  -4.9690  0.1482
H  1.8821  -6.5315  -0.4830
H  -0.4823  -5.8420  -0.1914
H  -1.0203  -3.5865  0.5667
C  -4.0477  4.8469  -6.9530
C  -3.5178  4.8457  -8.3568
O  -4.0583  5.3914  -9.2835
S  -1.9779  3.9993  -8.6458
C  -1.6370  3.1261  -7.1215
C  -2.0377  1.7983  -6.9968
C  -1.7536  1.1003  -5.8472
C  -1.0548  1.7112  -4.7865
C  -0.6598  3.0544  -4.9312
C  -0.9371  3.7442  -6.0884
C  -0.7400  0.9607  -3.6604
C  -0.3631  0.2471  -2.7405
H  -5.0602  4.4489  -6.9653
H  -4.0988  5.8807  -6.6146
H  -3.4312  4.2714  -6.2687
H  -2.5768  1.3222  -7.8043
H  -2.0623  0.0675  -5.7441
H  -0.1184  3.5298  -4.1259
H  -0.6196  4.7700  -6.2079

The value obtained for the relative energy (zero: lowest compared OMol25 entry of this formula, charge and spin) is 64.9 kcal/mol. The expectation value of S² is 8.924. Its total charge is -1. The spin multiplicity is 6. As for the frontier orbital gap (spin up / spin down): 6.0 / 5.1 eV.

No. 5
This record from OMol25 describes C38H46F6LiN4O6S3Si as an isolated structure at a distorted geometry. The level of theory is ωB97M-V/def2-TZVPD.

Element x y z (Å)
Li  -0.3185  -0.4270  1.1257
F  1.4738  -2.5086  5.1319
C  0.2727  -3.0118  4.6784
F  0.5272  -4.0722  3.8515
F  -0.3598  -3.4853  5.8005
S  -0.6291  -1.7110  3.7238
O  0.3935  -1.1565  2.7765
O  -0.9892  -0.8004  4.7839
N  -1.8831  -2.2057  2.9808
S  -2.0702  -2.9545  1.5752
O  -1.1143  -2.3678  0.6078
O  -2.2121  -4.4089  1.5874
C  -3.6749  -2.2710  0.9251
F  -4.6074  -2.2837  1.9183
F  -4.2190  -2.9306  -0.0822
F  -3.4645  -0.9802  0.5941
C  0.4369  -0.5708  -1.4310
Si  0.9607  -1.6334  -2.7955
C  1.1580  -3.5207  -2.2550
N  1.9855  -3.8029  -1.0916
C  1.3080  -4.2371  0.0946
C  2.0830  -5.3917  0.8168
C  3.5358  -4.9899  1.2049
C  3.9429  -3.8261  0.3216
C  3.4527  -3.9253  -1.1181
C  2.5678  -0.9982  -3.6128
C  2.9952  -1.4873  -4.8441
C  3.9839  -0.8109  -5.6137
C  4.6258  0.2809  -5.1175
C  4.1903  0.8020  -3.9022
C  3.2493  0.1317  -3.1043
C  -0.5667  -1.7557  -3.9347
C  -0.6664  -1.3129  -5.2512
C  -1.9164  -1.1348  -5.8784
C  -3.1206  -1.4091  -5.2543
C  -3.0640  -1.8030  -3.9452
C  -1.8138  -2.0828  -3.3510
H  -0.6270  -0.5326  -1.2419
H  1.0716  0.0311  -0.7324
H  1.5638  -4.0968  -3.1138
H  0.0862  -3.7646  -2.2692
H  0.3068  -4.6388  -0.1210
H  1.2069  -3.3930  0.7737
H  2.2243  -6.2259  0.1052
H  1.5672  -5.7395  1.7146
H  4.2779  -5.8367  0.9842
H  3.6230  -4.7554  2.2542
H  5.0664  -3.7452  0.2482
H  3.6290  -2.8749  0.7602
H  3.8659  -4.8588  -1.6076
H  3.9451  -3.1164  -1.6885
H  2.5179  -2.4243  -5.2598
H  4.1573  -1.0142  -6.6824
H  5.4375  0.7328  -5.7156
H  4.5014  1.7708  -3.6126
H  3.0078  0.5505  -2.1408
H  0.2703  -0.9682  -5.8249
H  -1.8900  -0.7353  -6.9020
H  -4.0619  -1.1703  -5.8116
H  -3.9630  -1.7611  -3.3214
H  -1.8451  -2.5065  -2.3160
C  -5.4277  5.6838  -2.4486
C  -4.3976  6.0986  -1.4271
N  -4.2895  5.1872  -0.2759
C  -5.2461  5.3215  0.8358
C  -5.2623  6.7188  1.4578
C  -3.4460  4.1148  -0.5110
O  -3.1283  3.8112  -1.6855
C  -2.8794  3.4189  0.6341
C  -2.7641  3.8545  1.9500
C  -2.1661  2.9775  2.9222
C  -1.6889  1.7637  2.5316
N  -1.5412  1.4085  1.2267
C  -2.1009  2.2260  0.3191
H  -5.4589  6.3924  -3.2493
H  -6.4659  5.7346  -2.0429
H  -5.2178  4.6672  -2.8009
H  -4.3933  7.1695  -1.1316
H  -3.3720  6.0600  -1.8525
H  -5.0581  4.6035  1.6011
H  -6.2468  5.0595  0.4646
H  -5.9790  7.3020  0.9438
H  -4.3092  7.1850  1.2296
H  -5.4762  6.7609  2.5469
H  -3.1422  4.8234  2.2803
H  -2.1211  3.3783  3.9373
H  -1.3216  1.0957  3.3191
H  -1.9184  1.9869  -0.7135
C  3.0737  2.7799  1.1787
S  1.9662  1.7776  2.2615
O  1.5364  0.6671  1.3451
C  2.9045  1.0814  3.6190
C  3.2613  -0.2485  3.4182
C  4.0276  -0.9239  4.3389
C  4.6339  -0.2216  5.4124
C  4.2544  1.0991  5.6827
C  3.3721  1.7157  4.7272
H  3.0373  3.7568  1.6608
H  2.6376  2.6774  0.1875
H  4.0920  2.3535  1.1560
H  2.7272  -0.7720  2.5432
H  4.1252  -2.0274  4.3632
H  5.2770  -0.7584  6.1094
H  4.6381  1.7052  6.5128
H  2.8622  2.6603  5.0270

The value obtained for the relative energy (zero: lowest compared OMol25 entry of this formula, charge and spin) is 67.7 kcal/mol. Its total charge is -1. As for the frontier orbital gap: 4.0 eV.